Entry 1:
Below is C42H91Cl12N13O13 as an isolated structure at a distorted geometry, with properties calculated with the ωB97M-V functional and the def2-TZVPD basis.

Output
orbital gap: 0.2841 hartree
net charge: 0
E_LUMO: -0.59 eV
HOMO energy: -8.32 eV

Element x y z (Å)
C  3.02  -2.39  -2.73
C  4.01  -1.67  -1.73
O  4.88  -1.04  -2.25
N  3.85  -1.87  -0.38
C  4.67  -1.27  0.69
H  2.60  -3.30  -2.31
H  3.52  -2.50  -3.70
H  2.21  -1.67  -2.84
H  3.14  -2.56  -0.16
H  4.70  -2.00  1.49
H  4.23  -0.36  1.09
H  5.70  -1.09  0.37
C  -5.64  0.99  1.52
C  -4.91  2.21  1.04
O  -3.66  2.15  0.89
N  -5.66  3.30  0.77
C  -5.04  4.58  0.38
H  -6.60  1.09  2.03
H  -4.87  0.43  2.05
H  -5.93  0.36  0.69
H  -6.66  3.19  0.73
H  -4.50  5.08  1.18
H  -5.72  5.30  -0.07
H  -4.31  4.34  -0.39
C  4.90  -0.23  -5.17
C  4.78  0.35  -6.58
O  4.17  -0.21  -7.50
N  5.30  1.52  -6.79
C  5.94  2.43  -5.91
H  4.22  0.33  -4.53
H  5.95  -0.18  -4.91
H  4.59  -1.27  -5.12
H  5.07  1.87  -7.71
H  7.01  2.32  -5.72
H  5.37  2.59  -5.00
H  5.75  3.33  -6.50
C  3.13  -3.10  7.78
C  1.73  -2.88  8.36
O  1.36  -3.65  9.22
N  1.06  -1.78  8.00
C  -0.21  -1.40  8.66
H  3.24  -2.74  6.75
H  3.50  -4.12  7.70
H  3.83  -2.40  8.25
H  1.37  -1.18  7.25
H  0.05  -0.83  9.55
H  -0.92  -2.22  8.80
H  -0.69  -0.66  8.03
C  2.57  1.31  4.46
C  2.23  -0.10  4.81
O  2.39  -0.58  5.89
N  1.80  -0.78  3.77
C  1.37  -2.17  3.71
H  2.83  1.28  3.40
H  3.32  1.65  5.18
H  1.68  1.92  4.59
H  1.82  -0.20  2.95
H  1.06  -2.62  4.65
H  2.26  -2.76  3.46
H  0.71  -2.40  2.87
C  -2.53  -0.28  -4.24
C  -1.49  -1.08  -5.04
O  -1.87  -2.14  -5.62
N  -0.27  -0.55  -5.15
C  0.85  -1.09  -5.93
H  -2.23  0.77  -4.21
H  -2.62  -0.66  -3.23
H  -3.48  -0.35  -4.79
H  0.01  0.28  -4.64
H  1.55  -0.29  -6.18
H  0.54  -1.78  -6.72
H  1.41  -1.66  -5.19
C  -0.73  0.87  2.46
C  0.13  1.07  1.23
O  1.37  0.93  1.25
N  -0.57  1.44  0.18
C  0.04  1.75  -1.08
H  -1.31  -0.05  2.44
H  -1.40  1.70  2.66
H  -0.12  0.90  3.37
H  -1.50  1.78  0.36
H  -0.55  1.58  -1.98
H  0.88  1.09  -1.27
H  0.53  2.72  -1.14
C  -0.04  -5.49  0.45
C  0.34  -4.07  -0.09
O  1.28  -3.45  0.40
N  -0.46  -3.52  -0.99
C  -0.35  -2.11  -1.44
H  0.97  -5.90  0.42
H  -0.76  -6.12  -0.08
H  -0.30  -5.31  1.49
H  -1.25  -4.06  -1.30
H  -0.21  -2.23  -2.51
H  0.42  -1.47  -0.99
H  -1.33  -1.66  -1.30
C  -3.48  -1.88  0.33
C  -4.20  -2.90  1.29
O  -4.81  -2.52  2.31
N  -4.13  -4.20  0.93
C  -4.74  -5.24  1.79
H  -3.43  -2.45  -0.60
H  -2.50  -1.63  0.74
H  -4.10  -0.99  0.25
H  -3.56  -4.37  0.11
H  -4.14  -5.63  2.61
H  -4.92  -6.13  1.18
H  -5.67  -4.90  2.25
C  8.31  0.26  -3.40
C  7.78  1.23  -2.34
O  8.36  2.33  -2.26
N  6.71  0.92  -1.54
C  6.23  1.76  -0.46
H  8.48  0.68  -4.39
H  7.66  -0.62  -3.46
H  9.25  -0.17  -3.07
H  6.12  0.13  -1.76
H  5.15  1.85  -0.58
H  6.79  2.69  -0.36
H  6.26  1.16  0.45
C  -5.39  1.79  -2.78
C  -5.56  0.35  -3.09
O  -5.20  -0.49  -2.24
N  -6.04  0.04  -4.29
C  -6.16  -1.34  -4.84
H  -5.87  2.04  -1.83
H  -5.77  2.36  -3.63
H  -4.31  1.93  -2.70
H  -6.38  0.81  -4.86
H  -5.54  -2.02  -4.24
H  -5.73  -1.37  -5.84
H  -7.20  -1.65  -4.84
C  1.47  3.68  -5.53
C  1.68  2.69  -4.43
O  0.83  1.85  -4.16
N  2.87  2.78  -3.87
C  3.34  2.09  -2.69
H  0.58  4.29  -5.42
H  1.32  3.07  -6.43
H  2.31  4.37  -5.61
H  3.49  3.52  -4.14
H  4.41  1.94  -2.78
H  2.93  1.09  -2.64
H  3.19  2.60  -1.73
C  -1.99  -2.85  5.02
C  -3.15  -2.19  5.68
O  -3.03  -1.94  6.86
N  -4.25  -2.00  5.01
C  -5.49  -1.39  5.58
H  -1.73  -3.67  5.70
H  -1.10  -2.22  5.08
H  -2.25  -3.34  4.08
H  -4.31  -2.31  4.05
H  -6.29  -2.12  5.71
H  -5.80  -0.53  4.98
H  -5.40  -1.03  6.61
C  -2.19  5.44  -3.58
Cl  -3.88  5.82  -3.38
Cl  -1.82  3.71  -3.88
Cl  -1.25  6.41  -4.85
Cl  -1.57  5.75  -1.94
C  0.20  5.36  2.03
Cl  -1.39  4.75  1.67
Cl  0.13  7.14  2.35
Cl  1.04  4.44  3.28
Cl  1.11  5.22  0.55
C  -2.97  2.52  6.27
Cl  -1.54  1.49  6.16
Cl  -3.52  2.37  7.97
Cl  -2.60  4.19  5.83
Cl  -4.19  1.92  5.12

Entry 2:
Below is C42H92AsCuF9NO20 as an isolated structure at a distorted geometry, with properties calculated with the ωB97M-V functional and the def2-TZVPD basis.

Output
orbital gap (spin up / spin down): 0.2281 / 0.0591 hartree
net charge: +2
E_LUMO (spin up / spin down): -5.48 / -10.06 eV
2S+1: 3
HOMO energy (spin up / spin down): -11.68 / -11.67 eV

Element x y z (Å)
Cu  4.96  20.31  24.31
As  1.39  19.20  22.74
F  2.93  19.58  23.59
F  0.57  20.32  23.89
F  -0.23  18.90  21.94
F  2.26  18.08  21.68
F  1.11  17.81  23.86
F  1.65  20.52  21.57
C  -1.02  19.89  19.18
C  -0.90  18.42  19.15
N  -0.82  17.25  19.13
H  -2.02  20.27  19.39
H  -0.90  20.27  18.17
H  -0.31  20.43  19.81
C  3.32  15.19  13.66
O  4.05  14.38  14.60
C  4.62  15.19  15.67
C  3.62  15.67  16.79
O  3.07  17.00  16.47
C  2.06  17.38  17.32
C  2.63  18.21  18.51
O  3.19  19.46  18.13
C  2.42  20.62  18.10
H  2.48  15.73  14.09
H  3.01  14.44  12.93
H  3.98  15.93  13.21
H  5.24  16.02  15.32
H  5.35  14.50  16.07
H  4.18  15.66  17.73
H  2.83  14.94  16.92
H  1.39  16.58  17.64
H  1.44  18.14  16.84
H  3.34  17.60  19.06
H  1.78  18.40  19.17
H  2.99  21.41  17.61
H  2.18  20.83  19.14
H  1.46  20.43  17.63
C  2.95  19.91  26.89
O  3.80  20.75  26.10
C  4.61  21.48  26.99
C  5.38  22.50  26.19
O  6.12  21.96  25.10
C  7.36  22.74  24.76
C  7.15  24.07  24.01
O  6.39  24.93  24.87
C  6.15  26.17  24.27
H  2.26  19.44  26.19
H  2.27  20.49  27.51
H  3.48  19.24  27.57
H  5.36  20.90  27.53
H  4.12  22.09  27.75
H  6.04  23.02  26.89
H  4.78  23.37  25.92
H  8.00  22.21  24.06
H  7.96  22.89  25.65
H  6.57  23.87  23.11
H  8.05  24.59  23.68
H  5.57  26.06  23.36
H  7.13  26.58  24.02
H  5.63  26.78  25.01
C  0.10  13.82  31.96
O  -1.01  13.51  31.14
C  -0.98  12.31  30.41
C  0.43  11.95  29.75
O  0.92  13.05  29.00
C  2.27  13.01  28.46
C  2.81  14.38  27.95
O  2.02  14.76  26.85
C  2.37  15.95  26.12
H  1.02  14.00  31.40
H  0.36  13.07  32.71
H  -0.14  14.73  32.52
H  -1.72  12.41  29.61
H  -1.41  11.52  31.01
H  0.32  11.13  29.04
H  1.18  11.74  30.51
H  2.33  12.27  27.66
H  2.95  12.59  29.20
H  3.82  14.30  27.57
H  2.66  15.16  28.70
H  2.39  16.85  26.73
H  1.61  16.00  25.33
H  3.28  15.83  25.54
C  2.98  23.11  24.03
O  3.79  22.05  23.47
C  4.14  22.33  22.10
C  5.08  21.23  21.53
O  5.99  20.84  22.55
C  6.98  19.86  22.09
C  6.31  18.51  21.68
O  5.22  18.29  22.50
C  4.92  16.87  22.62
H  3.62  23.99  24.08
H  2.54  22.87  25.00
H  2.14  23.43  23.40
H  4.64  23.29  21.93
H  3.23  22.34  21.49
H  5.69  21.66  20.75
H  4.49  20.41  21.11
H  7.77  19.65  22.81
H  7.54  20.27  21.24
H  6.99  17.67  21.81
H  5.99  18.48  20.64
H  5.79  16.35  23.04
H  4.56  16.40  21.71
H  4.20  16.66  23.41
C  -1.74  22.25  23.53
O  -2.80  23.18  23.30
C  -3.17  23.41  21.90
C  -4.21  24.47  21.68
O  -3.77  25.80  21.85
C  -3.22  26.13  23.13
C  -3.10  27.68  23.07
O  -4.45  28.20  22.93
C  -4.46  29.65  22.89
H  -1.38  22.33  24.56
H  -0.92  22.43  22.84
H  -2.10  21.25  23.29
H  -3.67  22.50  21.59
H  -2.32  23.65  21.25
H  -5.07  24.32  22.33
H  -4.57  24.43  20.65
H  -2.21  25.76  23.28
H  -3.92  25.79  23.90
H  -2.63  27.86  22.11
H  -2.51  27.90  23.96
H  -5.49  29.99  22.80
H  -3.80  30.00  22.09
H  -4.16  30.08  23.85
C  -1.30  15.91  27.03
O  -2.28  16.67  26.40
C  -1.94  17.42  25.27
C  -1.95  16.61  23.99
O  -3.13  15.93  23.61
C  -4.30  16.77  23.51
C  -5.67  16.10  23.20
O  -5.88  15.72  21.84
C  -4.86  14.86  21.35
H  -1.76  15.40  27.88
H  -0.53  16.50  27.53
H  -0.84  15.11  26.46
H  -0.93  17.84  25.32
H  -2.67  18.22  25.18
H  -1.11  15.92  23.98
H  -1.92  17.30  23.14
H  -4.19  17.59  22.79
H  -4.40  17.24  24.49
H  -6.44  16.86  23.30
H  -5.96  15.41  23.99
H  -5.30  14.43  20.45
H  -4.62  14.05  22.05
H  -3.85  15.26  21.27
C  -4.00  19.28  30.11
C  -3.42  18.60  28.85
O  -2.88  19.67  28.05
C  -1.47  19.93  27.96
O  -0.60  19.26  28.52
C  -1.05  21.33  27.48
F  -0.14  21.24  26.57
F  -2.15  21.90  26.91
F  -0.55  22.13  28.42
H  -4.23  18.49  30.83
H  -4.94  19.78  29.92
H  -3.29  19.92  30.63
H  -4.13  18.03  28.26
H  -2.63  17.87  29.05

The following molar mass values (in Da) correspond, in order, to the records above: 1411.7; 1240.6.